Record 1
Below is a single C2H3NOS molecule in a non-equilibrium geometry, with properties calculated with the ωB97M-V functional and the def2-TZVPD basis.

LUMO energy = -0.86 eV
Energy above the lowest of the compared OMol25 structures with the same formula, charge and spin = 226.7 kJ/mol
HOMO energy = -0.331 Eh
Electronic energy = -606.1010 Eh

The geometry in ORCA input format:
```
! wB97M-V def2-TZVPD RIJCOSX def2/J DEFGRID3
* xyz 0 1
N 0.522 -0.461 0.993
C -0.033 0.496 0.357
S -0.735 1.990 0.439
C -0.060 0.195 -1.138
O -0.021 -1.061 -1.498
H 0.299 -0.639 2.154
H 0.170 -1.535 0.538
H -0.141 1.015 -1.845
*
```

***

Record 2
Below is a molecular structure, C11H17Cl2NO2SeTc in a non-equilibrium geometry, with properties calculated with the ωB97M-V functional and the def2-TZVPD basis.

<S²> = 3.77
LUMO energy (spin up / spin down) = 4.68 / 4.67 eV
Energy above the lowest of the compared OMol25 structures with the same formula, charge and spin = 165.5 kJ/mol
HOMO energy (spin up / spin down) = 0.029 / -0.013 Eh
Electronic energy = -4037.1903 Eh

The geometry in ORCA input format:
```
! wB97M-V def2-TZVPD RIJCOSX def2/J DEFGRID3
* xyz -2 4
C -0.992 1.198 -0.489
C -0.529 0.396 -1.554
C 0.902 0.318 -1.474
C -1.343 -0.273 -2.592
C 1.329 1.063 -0.360
C 0.162 1.644 0.283
C 0.137 2.458 1.399
C -2.387 1.519 -0.162
C 1.773 -0.381 -2.445
C 2.712 1.241 0.103
Tc 0.019 -2.363 0.151
Cl 0.539 -3.798 -1.280
Cl -2.210 -1.897 0.522
O 1.374 -1.521 1.130
H -2.409 -0.089 -2.421
H -1.171 -1.361 -2.604
H -1.103 0.120 -3.594
H 1.389 -1.372 -2.718
H 2.783 -0.514 -2.039
H 1.878 0.213 -3.368
H 3.288 0.315 -0.008
H 2.712 1.545 1.154
H 3.216 2.038 -0.467
H 1.039 2.545 2.002
H -0.952 1.725 2.777
H -0.695 3.150 1.520
H -3.068 0.756 -0.560
H -2.678 2.495 -0.584
H -2.487 1.572 0.932
H 1.756 -1.719 1.999
O -1.787 1.297 3.098
H -1.580 0.345 3.079
Se -0.870 -5.033 4.150
C -0.503 -4.132 2.704
N -0.243 -3.499 1.715
*
```

***

Record 3
Below is a molecular structure, C16H23N3O5 in a non-equilibrium geometry, with properties calculated with the ωB97M-V functional and the def2-TZVPD basis.

LUMO energy = -0.23 eV
Energy above the lowest of the compared OMol25 structures with the same formula, charge and spin = 1583.6 kJ/mol
HOMO energy = -0.304 Eh
Electronic energy = -1163.4024 Eh

The geometry in ORCA input format:
```
! wB97M-V def2-TZVPD RIJCOSX def2/J DEFGRID3
* xyz 0 1
C -6.433 -0.350 -0.491
C -5.695 0.226 0.674
H -5.766 1.417 0.637
H -6.264 -0.194 1.553
O -4.449 -0.311 0.640
C -3.660 0.522 0.128
O -4.007 1.422 -0.449
N -2.343 0.225 0.133
C -1.326 0.834 -0.629
H -0.427 1.090 0.123
C -0.796 -0.024 -1.519
N -0.420 -1.316 -0.935
C 0.982 -1.847 -0.606
C 2.245 -1.055 -0.760
N 2.678 -0.134 -1.665
H 1.989 0.615 -1.623
C 4.105 0.136 -1.416
H 4.654 -0.615 -1.141
H 4.451 0.782 -2.521
C 4.241 1.464 -0.296
C 4.516 0.879 0.907
H 5.507 1.006 1.379
C 3.736 1.925 1.949
H 3.379 1.396 3.003
C 2.553 2.285 0.743
H 2.136 3.080 1.200
O 3.098 2.028 -0.324
H 1.857 1.457 1.004
H 4.213 2.691 2.216
H 4.252 -0.184 1.166
H 5.090 2.188 -0.805
C 2.875 -2.224 -0.160
O 4.097 -2.431 0.214
C 1.521 -2.865 0.309
O 1.049 -3.679 1.034
C -1.341 -1.821 -0.031
H -2.152 -2.315 -0.931
H -1.002 -2.884 0.714
C -1.950 -0.963 0.960
H -1.264 -0.633 1.765
H -2.711 -1.491 1.631
H -1.683 -0.429 -1.985
H -0.009 0.142 -2.089
H -1.742 1.534 -1.021
H -6.471 -1.370 -0.662
H -7.386 -0.172 -0.607
H -5.928 -0.037 -1.417
*
```

***

Record 4
Below is a molecular structure, C3H4O2 in a non-equilibrium geometry, with properties calculated with the ωB97M-V functional and the def2-TZVPD basis.

LUMO energy = 1.09 eV
Energy above the lowest of the compared OMol25 structures with the same formula, charge and spin = 260.0 kJ/mol
HOMO energy = -0.370 Eh
Electronic energy = -267.0937 Eh

The geometry in ORCA input format:
```
! wB97M-V def2-TZVPD RIJCOSX def2/J DEFGRID3
* xyz 0 1
C -0.588 0.335 0.568
C 0.431 -0.632 -0.043
C 1.152 0.566 -0.455
O 0.208 1.444 0.111
O 1.673 -0.272 0.518
H -1.559 0.334 0.075
H -0.686 0.310 1.653
H 0.301 -1.607 -0.472
H 1.742 0.867 -1.301
*
```

***

Record 5
Below is a molecular structure, C46H27Cl4CoN5, with properties calculated with the ωB97M-V functional and the def2-TZVPD basis.

<S²> = 3.88
LUMO energy (spin up / spin down) = -0.92 / -2.30 eV
HOMO energy (spin up / spin down) = -0.207 / -0.267 Eh
Electronic energy = -5266.4939 Eh

The geometry in ORCA input format:
```
! wB97M-V def2-TZVPD RIJCOSX def2/J DEFGRID3
* xyz 0 4
Co 0.140 -0.019 -0.470
Cl 5.815 -5.758 -4.840
C 4.808 -4.746 -3.865
C 3.587 -5.222 -3.404
C 2.801 -4.428 -2.598
C 3.220 -3.141 -2.177
C 4.410 -2.653 -2.772
C 5.194 -3.441 -3.585
C 2.452 -2.328 -1.285
C 2.918 -1.041 -0.813
C 4.251 -0.706 -0.432
C 4.193 0.518 0.183
C 2.840 0.932 0.122
C 2.362 2.206 0.440
C 3.173 3.048 1.355
C 3.178 2.675 2.700
C 3.855 3.423 3.646
C 4.553 4.550 3.240
Cl 5.409 5.492 4.416
C 4.576 4.929 1.909
C 3.882 4.178 0.971
C 1.133 2.686 -0.014
N 0.153 1.900 -0.571
C -0.853 2.737 -0.924
C -2.152 2.319 -1.280
C -3.189 3.361 -1.518
C -3.625 3.714 -2.789
C -4.595 4.692 -2.959
C -5.132 5.321 -1.850
Cl -6.346 6.543 -2.057
C -4.720 4.980 -0.571
C -3.751 4.004 -0.415
C -2.579 0.996 -1.075
C -3.953 0.582 -1.032
C -3.966 -0.664 -0.487
C -2.603 -1.028 -0.257
N -1.774 -0.010 -0.643
C -2.170 -2.274 0.206
C -0.849 -2.709 0.086
C -0.364 -4.018 0.342
C 0.911 -4.063 -0.158
C 1.195 -2.771 -0.692
N 0.157 -1.951 -0.488
C -3.170 -3.201 0.786
C -3.780 -2.874 1.995
C -4.668 -3.744 2.605
C -4.965 -4.949 1.987
Cl -6.068 -6.048 2.748
C -4.399 -5.280 0.767
C -3.500 -4.407 0.175
C -0.479 4.097 -0.660
C 0.732 4.056 -0.042
N 2.079 -0.052 -0.469
H 3.254 -6.210 -3.691
H 1.832 -4.799 -2.308
H 4.702 -1.627 -2.612
H 6.102 -3.045 -4.018
H 5.121 -1.327 -0.560
H 5.013 1.096 0.581
H 2.635 1.786 2.993
H 3.851 3.140 4.690
H 5.135 5.805 1.609
H 3.907 4.470 -0.071
H -3.210 3.216 -3.656
H -4.935 4.964 -3.949
H -5.156 5.467 0.290
H -3.427 3.718 0.578
H -4.788 1.178 -1.362
H -4.817 -1.295 -0.282
H -0.914 -4.818 0.808
H 1.600 -4.887 -0.095
H -3.550 -1.923 2.460
H -5.129 -3.496 3.551
H -4.663 -6.213 0.288
H -3.063 -4.658 -0.783
H -1.075 4.963 -0.895
H 1.312 4.887 0.327
C -0.018 -0.171 4.259
C -0.008 -0.064 2.814
N 0.013 0.028 1.674
H 0.930 -0.590 4.595
H -0.829 -0.823 4.580
H -0.153 0.816 4.699
*
```

***

Record 6
Below is a molecular structure, C10H5NO5RuS5Sb, with properties calculated with the ωB97M-V functional and the def2-TZVPD basis.

<S²> = 6.04
LUMO energy (spin up / spin down) = 1.56 / 0.82 eV
Energy above the lowest of the compared OMol25 structures with the same formula, charge and spin = 89.6 kJ/mol
HOMO energy (spin up / spin down) = -0.191 / -0.194 Eh
Electronic energy = -3141.1913 Eh

The geometry in ORCA input format:
```
! wB97M-V def2-TZVPD RIJCOSX def2/J DEFGRID3
* xyz -1 5
Ru -0.629 -0.510 -0.867
O 4.542 -3.881 -0.810
C 3.537 -3.221 -0.856
C 2.459 -3.306 -1.936
O 2.466 -4.060 -2.880
C 1.434 -2.318 -1.540
C 1.836 -1.663 -0.358
O 1.097 -0.731 0.174
C 3.143 -2.105 0.103
O 3.790 -1.707 1.053
O 0.334 -2.029 -2.119
S -5.260 1.944 -2.048
Sb -5.159 0.135 -0.592
S -2.875 -0.863 -1.519
S -2.184 -1.912 0.104
S -4.887 1.916 0.861
S 0.015 1.598 -1.911
C -0.205 1.868 -0.225
N 0.890 1.928 0.582
C 0.816 2.014 1.933
C -0.385 2.180 2.543
C -1.545 2.241 1.743
C -1.455 2.101 0.384
H 1.768 1.654 0.158
H 1.757 1.938 2.458
H -0.436 2.255 3.619
H -2.523 2.382 2.183
H -2.341 2.152 -0.235
*
```